No. 1
A 5-piece molecular cluster, C17H34Cl8NO overall, computed with ωB97M-V with the def2-TZVPD basis set.

Geometry as XYZ:
```
61
C17H34Cl8NO ωB97M-V with the def2-TZVPD basis set
C -1.4661 4.3454 0.1305
C -1.2668 3.4832 1.3788
C -2.6876 3.4117 1.8865
C -2.7900 2.4235 3.0864
C -2.3427 1.0235 2.6297
C -0.8917 1.0246 2.0498
N -0.7564 2.0947 1.0940
O 0.4364 2.1566 0.3204
C 0.0410 0.9921 3.2701
C -0.7630 -0.3803 1.4347
C -0.3617 4.2883 2.2982
H -1.9281 3.7901 -0.6864
H -0.5173 4.7720 -0.2014
H -2.0536 5.2482 0.2980
H -3.0118 4.3516 2.3358
H -3.4855 3.1306 1.1989
H -3.8312 2.3925 3.4124
H -2.2334 2.7133 3.9790
H -3.0352 0.6808 1.8594
H -2.4481 0.4370 3.5417
H 1.0487 0.8063 2.8972
H 0.0831 1.8549 3.9343
H -0.3166 0.1820 3.9046
H -1.3576 -0.5343 0.5312
H 0.2407 -0.6570 1.1056
H -1.0154 -1.2199 2.0829
H -0.7999 5.2165 2.6708
H 0.6147 4.5533 1.8949
H -0.1902 3.8027 3.2607
Cl 3.2232 -2.5043 -2.1484
C 2.2771 -1.0588 -2.4992
C 0.7538 -1.3172 -2.3061
Cl 0.1492 -2.5511 -3.4619
H 2.4931 -0.6925 -3.5009
H 2.7290 -0.3642 -1.7927
H 0.2185 -0.3786 -2.4375
H 0.5508 -1.6398 -1.2868
Cl 5.0962 -6.8642 -2.7638
C 5.5791 -5.5302 -1.7340
C 4.4448 -5.2322 -0.7982
Cl 4.1594 -6.5959 0.3349
H 5.7480 -4.7136 -2.4355
H 6.4875 -5.6968 -1.1564
H 3.5075 -5.0877 -1.3313
H 4.6921 -4.3228 -0.2509
Cl -0.9433 3.7644 -5.5966
C -1.1768 3.4584 -3.8688
C -0.5422 2.1454 -3.3372
Cl 1.0916 1.8954 -3.9185
H -2.1930 3.6421 -3.5198
H -0.6787 4.2444 -3.2975
H -1.1252 1.2607 -3.5902
H -0.5679 2.2791 -2.2549
Cl -3.0887 -4.8276 -0.3353
C -1.3131 -4.8241 -0.3615
C -0.8499 -3.8352 0.7154
Cl 0.9054 -3.4355 0.7031
H -1.0211 -4.5454 -1.3732
H -1.0275 -5.8663 -0.2321
H -1.1280 -4.3018 1.6590
H -1.3657 -2.8881 0.5782
```

Its expectation value of S² is 0.755. Its multiplicity is 2. The energy above the lowest of the compared OMol25 structures with the same formula, charge and spin comes out at 0.0 kcal per mole. The HOMO energy (spin up / spin down) is -9.47 / -10.36 eV. As for the gap between HOMO and LUMO (spin up / spin down): 0.363 / 0.355 Eh. As for the maximum force: 5.43 eV Å⁻¹.

No. 2
A 2-piece molecular cluster, C4HN2OS overall, computed with ωB97M-V with the def2-TZVPD basis set.

Geometry as XYZ:
```
9
C4HN2OS ωB97M-V with the def2-TZVPD basis set
C -0.5957 0.5613 -0.3591
C -0.6775 2.5078 0.9907
C 1.7823 -0.2705 -1.0297
C -0.9947 1.8359 -0.1440
N -0.2263 -0.5684 -0.3773
N -0.4453 3.2120 1.9104
O 1.6173 0.5136 -1.8750
S 2.9708 -0.9958 -0.2069
H -1.6658 2.4599 -0.9119
```

Its multiplicity is 1. The energy above the lowest of the compared OMol25 structures with the same formula, charge and spin comes out at 11.1 kcal per mole. The HOMO energy is -4.05 eV. As for the gap between HOMO and LUMO: 0.271 Eh. As for the maximum force: 4.46 eV Å⁻¹. Its net charge is -1.

No. 3
A 2-piece molecular cluster, C4H5NO2 overall, computed with ωB97M-V with the def2-TZVPD basis set.

Geometry as XYZ:
```
12
C4H5NO2 ωB97M-V with the def2-TZVPD basis set
C 1.0347 -2.2771 0.4645
C -0.7798 -0.7700 0.7463
C -0.8229 1.6548 -0.3691
C 0.4849 1.1273 -0.6445
N -0.4772 0.3180 0.0835
O 2.0422 -1.8383 0.0484
O -1.7177 -1.2752 1.2339
H 0.6498 -3.3559 0.6240
H -0.7709 2.3339 0.4560
H -1.7076 1.7361 -1.0558
H 0.8511 0.6365 -1.5225
H 1.2133 1.7100 -0.0648
```

Its multiplicity is 1. The energy above the lowest of the compared OMol25 structures with the same formula, charge and spin comes out at 117.3 kcal per mole. The HOMO energy (spin up / spin down) is -7.32 / -7.32 eV. As for the gap between HOMO and LUMO (spin up / spin down): 0.298 / 0.298 Eh. As for the maximum force: 4.57 eV Å⁻¹.

No. 4
A 2-piece molecular cluster, C5H6NO2 overall, computed with ωB97M-V with the def2-TZVPD basis set.

Geometry as XYZ:
```
14
C5H6NO2 ωB97M-V with the def2-TZVPD basis set
C -3.9604 1.0147 0.1047
C -0.2237 -1.5734 0.0880
C 0.2814 -0.2337 0.0452
C -1.4799 -1.9155 -0.1715
C 1.8116 -0.0458 0.0211
N -2.8249 1.0038 0.3206
O -2.5976 -2.1357 -0.3433
O -0.3652 0.8018 0.0905
H -4.9697 1.0849 -0.0040
H 0.5893 -2.3291 0.0999
H 1.9777 -0.6120 -0.8960
H 1.9271 1.0709 -0.1566
H 2.1361 -0.4850 0.9256
H -1.3843 0.8825 0.2045
```

Its multiplicity is 1. The energy above the lowest of the compared OMol25 structures with the same formula, charge and spin comes out at 8.5 kcal per mole. The HOMO energy is -14.95 eV. As for the gap between HOMO and LUMO: 0.391 Eh. As for the maximum force: 4.62 eV Å⁻¹. Its net charge is +1.

Number 1: E -121895.4451 eV. Number 2: E -20027.1201 eV. Number 3: E -9809.2286 eV. Number 4: E -10858.3762 eV.